(1)
Here is a cluster of 2 separate species, C7H6Cl4N2O2 in total at a distorted geometry from the Open Molecules 2025 dataset. Energies are from ωB97M-V/def2-TZVPD.

- HOMO energy (eV) = -7.2061
- SMILES = O=C1C(=O)C(Cl)=C(Cl)C(Cl)=C1Cl.CNN

```
21
Properties=species:S:1:pos:R:3:forces:R:3
Cl -1.5469 -2.8662 -1.1773 -0.32 0.15 0.45
Cl -3.6344 1.6389 0.9474 -0.10 0.30 -0.14
Cl -2.7926 -0.0215 -1.5877 0.11 -0.14 0.27
Cl -0.0871 -3.4888 1.5323 0.00 -0.23 0.05
O -0.9736 -1.7231 3.7092 -0.63 0.57 -1.92
O -2.5357 0.5769 3.4461 0.40 -0.98 -1.55
N 1.6559 -0.1984 -1.5152 1.35 1.99 2.08
N 0.7993 -1.2267 -1.7906 -1.17 -1.94 -2.16
C -2.6709 0.2514 1.0904 0.21 -0.72 -1.69
C -2.2518 -0.0797 2.4587 0.31 -0.12 1.45
C -1.3565 -1.3745 2.5992 0.15 0.47 2.01
C 3.0358 -0.4044 -1.9127 -0.70 0.28 -0.58
C -2.3210 -0.5199 -0.0119 -1.27 1.99 1.50
C -1.0714 -2.1140 1.3721 -0.29 0.06 -1.87
C -1.5997 -1.7476 0.1454 0.90 -1.84 1.66
H 3.3782 -1.3881 -1.5747 -0.05 0.19 0.03
H 3.1802 -0.3251 -3.0040 0.11 -0.24 0.11
H 3.6163 0.3728 -1.4258 0.23 -0.05 0.02
H 1.1678 -2.1518 -1.5834 -0.33 0.57 0.43
H 1.2551 0.6855 -1.8131 0.33 -0.36 -0.33
H -0.1687 -1.0648 -1.5557 0.77 0.05 0.19
```
Forces are in eV/Å.


(2)
Here is a cluster of 7 separate species, H14O7 in total at a distorted geometry from the Open Molecules 2025 dataset. Energies are from ωB97M-V/def2-TZVPD.

- HOMO energy (eV) = -8.2222
- SMILES = O.O.O.O.O.O.O

```
21
Properties=species:S:1:pos:R:3:forces:R:3
O -1.3609 -2.7992 0.1425 0.23 -0.06 0.17
O -5.7145 1.0900 -0.1999 -0.04 0.18 -0.11
O 1.7317 0.5502 3.4929 -0.20 -0.07 -0.10
O 3.4595 3.2144 -1.3449 -0.12 0.10 -0.11
O 1.2241 -2.3662 -1.7211 -3.33 -3.27 -8.62
O 1.9242 -1.8762 -0.1416 3.60 3.22 9.04
O -1.5355 1.7359 -0.2108 0.21 0.09 0.02
H -6.0513 1.2831 -1.0821 0.02 -0.08 0.09
H 0.9293 1.0820 3.5416 0.08 0.01 0.03
H 0.9302 -3.2441 -1.4528 -0.08 -0.06 -0.48
H 2.3227 -1.0179 0.0414 0.32 0.28 0.72
H -1.0129 2.5458 -0.2169 -0.09 -0.05 0.02
H -0.5680 -2.2599 0.2394 -0.39 -0.02 -0.21
H 3.8749 3.7120 -2.0581 0.02 -0.07 0.07
H -0.9118 1.0524 -0.4804 -0.14 -0.02 -0.05
H -1.3669 -3.3513 0.9325 -0.11 0.00 -0.04
H 1.1023 -1.8653 0.3617 0.54 0.15 -0.02
H 2.1850 -2.4376 -1.7443 -0.78 -0.20 -0.54
H -5.1070 1.8156 -0.0168 0.04 -0.13 0.02
H 1.4124 -0.3392 3.3032 0.10 0.05 0.07
H 2.5326 3.4755 -1.3857 0.10 -0.04 0.03
```
Forces are in eV/Å.